1.
23
Properties=species:S:1:pos:R:3:forces:R:3 method="wB97M-V/def2-TZVPD" lumo_ev=-4.152 energy_ha=-724.7244 total_charge=+1 orbital_gap_ev=9.441 de_lowest_kcal_mol=36.7
C 0.39756 3.32661 -1.45627 1.4 2.3 1.7
C 0.30813 -3.20330 0.44107 -1.0 -0.3 -3.2
C -0.52014 -2.31210 1.34258 -0.8 -1.2 2.1
C 0.20985 -0.96410 1.66128 1.7 -2.5 1.9
C 0.14092 -0.18327 0.43232 2.5 -0.2 -0.4
N -0.41987 4.32265 -1.93161 1.6 -0.4 0.4
N 1.15560 -0.21443 -0.40609 0.1 1.8 -1.6
O 0.14619 2.14963 -1.30889 -0.6 -0.6 -1.5
P -1.25336 0.89733 0.26306 -2.3 0.2 0.0
H 0.15838 -2.93236 -0.70566 0.2 -0.5 2.3
H 0.22976 -4.30087 0.48244 -1.0 0.4 0.3
H 1.33667 -3.12735 0.61727 1.8 0.7 0.4
H -1.52201 -2.09471 0.92886 0.5 -0.2 0.1
H -0.75141 -2.83597 2.36408 0.6 1.0 -1.8
H -0.26068 -0.54036 2.53619 -0.7 0.7 -0.3
H 1.26291 -1.23470 2.14330 -1.7 0.7 -1.8
H -0.15238 5.31727 -1.99128 0.2 -1.2 0.2
H -1.16908 4.06257 -2.52534 -0.8 -0.3 -0.3
H 2.01489 -0.74665 -0.42447 -0.3 -0.7 1.4
H 1.38168 3.61374 -0.94322 -1.1 0.7 -1.1
H 1.29413 0.48700 -1.18651 -1.5 -0.8 1.1
H -1.68428 0.52718 -1.00348 0.4 0.4 -0.7
H -2.30347 -0.01383 0.67038 0.9 0.1 0.8



2.
23
Properties=species:S:1:pos:R:3:forces:R:3 method="wB97M-V/def2-TZVPD" lumo_ev=0.516 energy_ha=-1104.6305 total_charge=0 orbital_gap_ev=8.857 de_lowest_kcal_mol=10.6
C 0.96656 0.58246 1.34878 -0.9 2.2 -1.9
C 1.23768 2.02863 0.63375 -2.2 -2.5 0.9
C 1.45520 -2.32885 -0.02178 -0.8 -0.5 -1.0
C 0.79503 0.26267 -1.28144 2.0 -1.6 -0.7
C 1.53676 0.68696 -0.04420 0.3 1.2 0.4
N -2.45477 1.37662 -1.19159 0.5 -0.2 0.1
N -2.38711 -0.75356 0.46259 1.1 -1.9 -0.3
S 0.26309 -1.54587 -1.19805 0.9 0.3 -0.1
S -3.35303 0.40176 -0.39471 -0.7 0.8 3.7
H -0.12876 0.46551 1.35193 0.7 -0.5 0.2
H 2.13017 2.48505 0.94493 0.6 1.1 0.4
H 0.25720 2.58937 0.50112 1.7 -0.7 -0.1
H 1.52368 0.18845 2.17960 0.2 0.2 0.1
H 2.21418 -2.92016 -0.52962 0.1 0.3 -0.2
H 0.87842 -3.03023 0.57309 -0.1 0.0 0.2
H 1.86810 -1.58365 0.61375 0.4 0.4 0.4
H 1.38933 0.43667 -2.25523 -0.8 -0.3 1.6
H -0.10206 0.79667 -1.31942 -1.5 0.7 -0.2
H 2.62955 0.63468 -0.06410 -0.3 -0.6 -0.2
H -2.58550 0.98236 -2.10374 0.1 0.3 -1.3
H -2.78847 -1.46882 1.07777 -1.0 1.0 0.4
H -1.94747 -1.44685 -0.17661 0.1 1.3 -0.3
H -3.39779 1.16012 0.89319 -0.5 -1.2 -2.1



3.
22
Properties=species:S:1:pos:R:3:forces:R:3 method="wB97M-V/def2-TZVPD" lumo_ev=-2.941 energy_ha=-362.9297 total_charge=+1 orbital_gap_ev=8.202 de_lowest_kcal_mol=31.0 smiles="C[C@@H]([NH3+])C/C(N)=C/N"
C -0.80237 1.42446 2.13359 -0.3 -0.1 0.1
C 0.23420 0.90674 1.18294 1.2 0.3 -0.1
N 0.47401 -0.57088 1.57521 0.2 1.1 0.5
C -0.17609 1.02462 -0.29356 -1.1 -0.7 0.1
C 0.26588 -0.16029 -1.11609 -0.8 0.0 -0.6
N 1.61251 -0.54873 -0.91699 0.4 0.2 0.5
C -0.65866 -0.77470 -1.87293 -1.5 0.4 0.5
N -0.66437 -1.89343 -2.64775 2.0 -0.8 0.0
H -0.59962 1.34194 3.19913 0.3 -0.6 0.1
H -1.67207 0.81498 1.85061 -0.4 0.7 0.5
H -0.95052 2.49323 2.05829 -0.4 0.2 -0.7
H 1.22322 1.39398 1.24654 -0.3 -0.4 0.6
H 1.22600 -0.89276 0.93853 0.0 -0.3 -0.2
H 0.74172 -0.58503 2.57142 0.1 -0.1 -0.6
H -0.35720 -1.15081 1.47639 -0.1 0.1 -0.3
H -1.26521 1.07778 -0.32631 -0.2 -0.4 0.0
H 0.03115 2.00274 -0.71787 1.0 0.2 0.2
H 1.94917 -1.33353 -1.46064 0.1 0.3 -0.1
H 2.22069 0.26758 -0.95410 0.2 -0.5 -0.4
H -1.66813 -0.38217 -1.76463 0.2 0.2 -0.1
H -1.40021 -2.16628 -3.26885 -0.3 0.4 0.1
H 0.23591 -2.28945 -2.89292 -0.4 0.0 -0.1



4.
22
Properties=species:S:1:pos:R:3:forces:R:3 method="wB97M-V/def2-TZVPD" lumo_ev=-2.692 energy_ha=-362.8519 total_charge=+1 orbital_gap_ev=11.756 de_lowest_kcal_mol=79.9 smiles="C/C(N)=N/[N+](C)(C)C"
C 2.82498 -0.95008 -0.13432 -0.4 -0.1 0.5
C 1.56289 -0.06508 -0.04633 0.7 -0.7 1.1
N 1.92373 1.25616 -0.01903 -0.7 -2.5 0.7
N 0.46674 -0.73736 0.15254 -0.1 -0.3 -0.3
N -0.91604 -0.16813 0.09198 1.2 -1.6 0.5
C -1.04873 0.61250 -1.15247 -2.4 -2.2 -0.1
C -1.30068 0.62572 1.22105 -1.5 2.7 1.6
C -1.84577 -1.33175 0.06284 -0.5 -1.8 -2.1
H 3.40572 -0.62110 -1.05340 -0.5 -0.7 1.2
H 3.43176 -0.82280 0.82418 -0.7 0.0 -1.4
H 2.45687 -1.99999 -0.17283 0.7 0.8 -0.3
H 2.69222 1.38985 -0.59197 2.0 0.6 -0.9
H 1.25042 1.90819 -0.18840 -2.1 2.3 -0.2
H -2.16453 0.83476 -1.20748 1.9 0.7 -0.3
H -0.27601 1.29225 -1.04649 0.5 2.3 -0.5
H -0.78299 -0.08661 -1.93965 -0.1 0.1 -0.3
H -1.54640 0.16295 2.20010 0.9 -0.6 -0.9
H -0.53362 1.41176 1.39107 -0.8 -0.2 -0.1
H -2.32450 1.02649 0.93345 1.4 0.2 0.4
H -2.67635 -1.06504 -0.68882 1.0 -0.5 1.5
H -1.26438 -2.20743 -0.37266 -0.8 1.2 0.6
H -2.23091 -1.61763 1.05818 0.3 0.4 -0.6



5.
22
Properties=species:S:1:pos:R:3:forces:R:3 method="wB97M-V/def2-TZVPD" lumo_ev=-8.939 energy_ha=-362.7077 total_charge=+1 orbital_gap_ev=5.460 de_lowest_kcal_mol=170.3
C 0.64716 0.74646 -2.45221 0.3 -0.9 -0.3
C 1.61742 0.08807 -1.54873 4.5 -0.2 1.5
C 1.69314 0.79669 -0.16428 0.4 0.0 -1.0
C 0.29584 0.83158 0.50284 2.5 -2.2 -1.5
N -0.30499 -0.46809 0.40807 -1.6 2.8 1.2
C -1.20400 -0.63617 1.48476 -1.5 0.0 4.5
N -2.58948 -0.07322 1.35014 -0.1 0.9 -3.5
N -1.38843 -2.04747 1.77887 1.2 -1.0 -2.1
H 0.75014 0.22087 -3.43757 -0.8 0.9 0.7
H 0.94086 1.81802 -2.49577 -0.7 -0.6 -0.3
H -0.28676 0.52999 -1.89618 -0.2 0.7 -1.4
H 2.72562 0.03801 -1.93896 -2.0 0.5 0.4
H 1.48551 -0.96112 -1.26267 -0.7 0.0 -0.7
H 2.35053 0.14137 0.48025 -0.6 1.1 -0.3
H 2.05926 1.87272 -0.17753 -0.2 -1.4 -0.1
H -0.41750 1.50406 -0.01906 -0.4 -0.2 -0.4
H 0.55993 1.29270 1.40976 -1.2 0.2 2.2
H -0.90253 -0.05218 2.43922 0.4 -1.2 -1.4
H -3.36832 -0.71035 1.69496 1.9 0.3 -0.7
H -2.65121 0.00658 0.29882 -1.2 0.2 1.3
H -0.90295 -2.30737 2.61152 0.6 -0.5 0.3
H -1.10924 -2.63116 0.93374 -0.5 0.6 1.7



6.
22
Properties=species:S:1:pos:R:3:forces:R:3 method="wB97M-V/def2-TZVPD" lumo_ev="-6.152 / -5.547" energy_ha=-362.7500 total_charge=+1 orbital_gap_ev="7.053 / 8.320" de_lowest_kcal_mol=143.8
C -1.20364 -1.36590 0.62305 -1.2 0.8 0.7
C -1.02445 -1.51767 2.13523 0.3 2.9 -1.4
C -0.35238 1.18373 -1.75918 2.2 0.4 -1.8
C 0.67414 1.36612 0.36543 3.2 0.5 -0.4
C -0.11081 -1.67219 -0.27745 0.7 0.2 1.6
N -2.37002 -1.02365 0.22783 -0.3 -0.1 1.5
N 1.95582 0.32471 -1.30526 1.3 1.0 2.0
N 0.64259 0.50995 -0.84150 0.1 -1.1 0.6
H -0.14614 -1.02557 2.46347 1.7 0.0 0.1
H -1.69858 -0.96666 2.78870 -1.0 -0.8 -0.6
H -0.93939 -2.53661 2.22584 0.0 -2.4 1.2
H -0.89785 0.58889 -2.47360 0.4 -0.9 -0.2
H -1.11330 1.66266 -1.20495 -0.4 0.6 0.9
H 0.28316 1.91927 -2.36174 -1.0 -0.7 0.9
H 0.86834 2.44227 0.10137 -0.1 -1.1 0.0
H -0.21679 1.28530 0.83570 -3.1 -0.1 1.3
H 1.41111 1.03059 1.12908 -0.1 0.1 -0.9
H 0.73594 -2.16866 0.27828 -0.4 0.9 -1.2
H -0.35555 -1.96407 -1.27773 0.2 0.1 -0.5
H -2.57803 -1.13421 -0.73009 0.2 0.1 -1.7
H 2.68141 0.37818 -0.46058 -2.2 -0.5 -2.8
H 2.12190 -0.37305 -2.03416 -0.3 0.2 0.6



7.
23
Properties=species:S:1:pos:R:3:forces:R:3 method="wB97M-V/def2-TZVPD" lumo_ev=-2.804 energy_ha=-438.0192 total_charge=+1 orbital_gap_ev=10.791 de_lowest_kcal_mol=122.2 smiles="C/[NH+]=C(/N(C)C)N(C)O"
C -1.75119 2.09417 0.37644 0.0 -2.0 -0.4
N -0.44192 1.42675 0.14177 -0.5 0.7 -1.3
C -0.34630 0.19747 -0.13738 3.7 -5.2 0.2
N 1.31292 -0.41896 -0.10826 -5.4 1.7 -1.4
C 1.78057 -0.15296 1.20179 -1.9 -0.8 1.5
C 1.95491 0.28875 -1.18887 0.2 -0.4 0.2
N -1.16477 -0.81178 -0.27606 -0.8 0.9 -1.3
C -0.74310 -2.15837 -0.08949 1.3 -1.0 1.9
O -2.55182 -0.63271 -0.54131 1.0 1.2 1.0
H -2.44979 2.06786 -0.50886 1.0 0.2 1.0
H -1.41007 3.03331 0.65938 -0.5 2.0 0.7
H -2.15593 1.49067 1.22037 -0.1 0.9 -0.6
H 0.45857 1.80012 -0.16814 -0.7 1.4 0.5
H 2.74787 -0.50678 1.14364 2.5 -0.4 0.5
H 1.73367 0.88200 1.53291 0.1 0.2 0.1
H 1.22238 -0.83861 1.92952 0.7 1.1 -0.8
H 2.11108 1.36238 -0.99584 -0.4 0.1 -0.6
H 2.92931 -0.10043 -1.17884 1.8 -0.4 0.1
H 1.61449 -0.09472 -2.16206 -0.5 1.0 0.3
H -1.27005 -2.84962 -0.69720 -0.1 -0.4 -1.3
H 0.39464 -2.21707 -0.09828 -1.9 -0.1 -0.4
H -1.09843 -2.42668 0.90348 0.2 -0.2 0.4
H -2.87704 -1.43480 -0.95873 0.3 -0.4 -0.2



8.
23
Properties=species:S:1:pos:R:3:forces:R:3 method="wB97M-V/def2-TZVPD" lumo_ev=-3.031 energy_ha=-438.0964 total_charge=+1 orbital_gap_ev=8.764 de_lowest_kcal_mol=73.7
C 1.02199 0.88542 -0.94363 2.9 1.0 -0.7
C 1.08872 -1.30560 0.18039 -0.1 0.2 3.2
C -0.42635 0.65405 -0.88875 0.0 -0.1 2.5
C -0.44509 -1.22967 -0.06655 2.1 4.0 0.4
C -1.06414 1.67455 0.08340 0.8 -0.1 0.1
N -0.79481 -2.07644 -1.03958 0.5 -1.5 -1.2
N -1.19318 -1.14931 1.11336 1.5 -1.1 1.0
N 1.60358 0.06207 0.24470 1.7 2.1 0.0
O -0.49960 1.48800 1.37687 1.0 0.3 2.3
H 1.64400 0.40545 -1.75446 -1.2 0.7 0.2
H 1.40340 2.02061 -0.87509 -0.8 -2.5 0.2
H 1.27739 -1.69485 1.25452 -0.3 0.0 -1.9
H 1.75415 -1.74707 -0.52009 -0.3 -1.3 -0.8
H -1.00204 0.60461 -1.78196 0.0 -0.2 -0.9
H -2.09400 1.43837 0.12871 -1.4 0.1 0.0
H -0.90285 2.74646 -0.07548 -0.2 -0.2 -1.1
H -0.12969 -2.09160 -1.84136 -1.5 0.0 0.8
H -1.76986 -2.00257 -1.17763 -1.0 -0.6 -1.1
H -2.11932 -0.80542 1.16671 -0.9 0.2 -0.8
H -0.69424 -0.74149 1.91108 -0.2 -0.3 -0.8
H 2.64868 0.19637 0.35059 -1.2 -0.8 -0.7
H 1.30294 0.44037 1.11254 -1.1 1.1 0.9
H -0.60968 2.22769 2.04171 -0.2 -1.0 -1.7



9.
23
Properties=species:S:1:pos:R:3:forces:R:3 method="wB97M-V/def2-TZVPD" s2=2.008 lumo_ev="-2.642 / -7.923" energy_ha=-437.8716 total_charge=+1 multiplicity=3 orbital_gap_ev="7.023 / 6.867" de_lowest_kcal_mol=96.1
C 1.02308 2.40055 -0.45087 4.5 7.3 -1.8
C -0.67558 -1.96120 1.08936 -2.0 1.9 -1.2
C 1.36894 -2.19226 -0.51302 -2.6 5.7 -1.2
C -2.25031 0.87397 -0.31326 -0.5 -1.6 -0.5
C 0.37720 -1.18425 0.31579 0.6 -3.2 0.5
N 1.85983 1.88102 0.43298 1.1 -3.2 3.7
N -0.10999 1.85362 -0.84217 -4.8 -2.9 -0.6
N -0.78834 0.86289 -0.14321 -0.3 1.8 -2.9
O -0.26989 -0.33991 -0.63197 1.0 0.0 -0.2
H 1.25092 3.49902 -0.93378 -0.7 -3.1 1.6
H -1.49336 -2.42770 0.49156 0.8 0.4 0.0
H -0.26388 -2.69775 1.65324 1.5 -2.3 1.6
H -1.14097 -1.30143 1.82138 -0.3 0.1 0.0
H 0.90714 -3.04526 -0.79517 -2.0 -2.7 -0.7
H 2.20760 -2.45537 -0.00345 2.6 -0.2 1.5
H 1.51354 -1.60489 -1.46305 0.7 -0.8 0.9
H -2.76590 1.13869 -1.26646 1.5 -0.5 -0.3
H -2.59814 -0.14280 -0.02553 0.1 0.9 0.0
H -2.64253 1.63984 0.26421 -0.6 1.2 2.0
H 0.93048 -0.62786 1.09373 0.1 0.0 -0.7
H 2.68832 2.42561 0.84234 -2.0 -1.4 -0.9
H -0.55055 2.40291 -1.58184 -0.8 -0.5 0.4
H 1.42239 1.00256 0.95919 2.0 2.9 -1.0



10.
23
Properties=species:S:1:pos:R:3:forces:R:3 method="wB97M-V/def2-TZVPD" lumo_ev=-3.381 energy_ha=-761.0400 total_charge=+1 orbital_gap_ev=9.306 de_lowest_kcal_mol=42.1 smiles=CC1(C)SCN([NH3+])[C@@H]1N
C -1.70201 0.80876 -0.24687 -2.0 -2.1 0.2
C -0.47215 0.76999 0.56020 2.0 -2.7 3.4
C -0.70789 0.86238 2.13864 -0.8 -0.7 -0.8
S 0.81813 1.96737 0.15972 -0.2 -0.4 -1.1
C 2.01569 0.64254 -0.33404 1.3 0.4 2.2
N 1.34193 -0.54343 -0.63921 0.8 -2.1 -1.4
N 0.76259 -0.47075 -1.93314 -2.4 1.1 -0.3
C 0.37452 -0.88610 0.31479 -2.1 2.4 1.9
N -0.50431 -1.89543 -0.17755 0.5 1.3 -1.1
H -1.49091 0.61015 -1.30022 -0.4 0.6 0.0
H -2.26274 1.71300 -0.04829 -0.1 0.3 -0.4
H -2.43256 -0.06928 0.04799 1.4 1.6 -0.4
H -1.43053 1.65195 2.41811 0.5 -0.2 -0.2
H 0.19102 0.94511 2.75030 0.2 0.4 -0.5
H -1.13026 -0.08882 2.48237 -0.4 0.1 -0.1
H 2.68119 0.40042 0.55933 -0.7 0.5 -1.3
H 2.58756 0.92785 -1.18700 0.7 0.5 -0.3
H 0.38929 0.49612 -2.10576 0.2 -0.6 0.0
H -0.00850 -1.15519 -2.10094 -0.1 0.4 1.3
H 1.35364 -0.73635 -2.66424 2.2 -0.1 -1.2
H 0.87157 -1.21100 1.26214 -0.1 0.9 -0.6
H 0.03544 -2.70669 -0.37866 0.0 -1.1 0.3
H -1.28069 -2.03260 0.42233 -0.6 -0.5 0.5